Molecular formula: H5O3
Method: DFT, the ωB97M-V functional and the def2-TZVPD basis

The energy above the lowest of the compared OMol25 structures with the same formula, charge and spin comes out at 0.2590 eV. The multiplicity is 1. The LUMO energy is 4.841 eV. The net charge is -1. The total energy is -228.74143 a.u. The calculation puts the HOMO energy at -4.43 eV. Its strongest force on any atom is 1.6 eV/Å.

Each line ends with the Löwdin charge.
Positions of all 8 atoms, in Å:
O (1.9182, -0.6072, 1.1490)  -0.20
H (2.0090, -1.5026, 0.8801)  -0.04
O (-2.2429, 0.6242, -0.6498)  -0.32
H (-1.0744, 0.5474, -0.6076)  -0.04
H (-2.5254, 0.7778, 0.2753)  -0.04
O (0.1516, 0.1888, -0.4463)  -0.29
H (1.0764, -0.2230, 0.6231)  -0.02
H (0.6874, 0.1946, -1.2239)  -0.04